No. 1
{"formula": "C2H7NO2S2", "method": "ωB97M-V/def2-TZVPD", "largest_force_ev_per_a": 4.6, "charge": 0, "symbols": ["S", "S", "O", "O", "N", "C", "C", "H", "H", "H", "H", "H", "H", "H"], "positions_angstrom": [[1.9017, 0.4598, 0.3790], [0.0080, 2.4898, 0.4400], [2.5120, 0.7923, -0.8995], [2.4382, -1.0567, 0.7440], [-0.3905, -0.7471, 0.9174], [0.0274, -0.0365, -0.2910], [-0.4194, 1.3029, -0.7864], [-1.2356, -1.2818, 0.8608], [0.3456, -1.2484, 1.3754], [2.9590, -1.4165, -0.0577], [0.2965, -0.7765, -1.0485], [-1.5588, 1.2723, -1.0330], [0.1189, 1.4133, -1.7234], [-0.7217, 1.9727, 1.6046]], "atomic_forces_ev_per_a": [[-1.450, -1.149, -0.733], [-1.349, 1.387, 2.087], [0.879, 0.598, -0.599], [1.164, -0.915, -1.535], [-1.367, 1.836, -0.239], [3.560, -2.072, 2.084], [-3.197, -1.841, -0.037], [-0.207, -0.189, -0.136], [0.204, -0.324, -0.150], [-1.242, 0.783, 1.544], [-0.152, 0.394, -0.551], [1.863, 0.301, 0.323], [0.150, 0.684, 0.118], [1.145, 0.507, -2.177]]}


No. 2
{"formula": "C3H12O4", "method": "ωB97M-V/def2-TZVPD", "smiles": "C=CCO.O.O.O", "largest_force_ev_per_a": 1.3, "charge": 0, "symbols": ["O", "O", "O", "O", "C", "C", "C", "H", "H", "H", "H", "H", "H", "H", "H", "H", "H", "H", "H"], "positions_angstrom": [[1.2048, 0.3582, 2.1810], [1.3323, -1.9962, 1.1500], [1.4380, -0.6842, -1.2954], [-0.1951, 1.7723, 0.2893], [-1.1034, 0.7144, 0.1451], [-2.2746, -0.2840, -1.8867], [-1.6547, 0.7322, -1.2740], [1.4374, -1.7608, 0.2034], [-2.7208, -1.1758, -1.4366], [-0.6428, -0.2260, 0.4172], [-2.0099, 0.7978, 0.7654], [1.6685, 0.1486, -0.8538], [1.9594, 0.5029, 2.7578], [1.7394, -2.8720, 1.2017], [1.1773, -0.6174, 1.9516], [-1.5890, 1.7063, -1.7694], [-2.4212, -0.1561, -2.9531], [0.4285, 1.5746, 1.0106], [0.6619, -0.3600, -1.7792]], "atomic_forces_ev_per_a": [[-0.133, -0.426, -0.016], [0.304, -1.002, -0.767], [-0.164, 0.825, -0.037], [0.237, 0.455, -0.125], [-1.292, 0.152, -0.337], [0.029, 0.722, -0.318], [0.174, -0.658, 0.465], [-0.268, 0.281, 0.140], [0.853, 0.100, 0.054], [0.053, -0.393, -0.224], [0.321, 0.325, 0.476], [0.324, -0.194, 0.188], [-0.033, -0.129, -0.042], [-0.175, 0.232, 0.338], [0.350, 1.047, 0.382], [0.530, -0.444, -0.122], [-0.617, -0.042, 0.046], [-0.340, -0.269, 0.012], [-0.153, -0.583, -0.113]]}


No. 3
{"formula": "C2H3NO2", "method": "ωB97M-V/def2-TZVPD", "smiles": "C1=NOOC1", "largest_force_ev_per_a": 3.1, "charge": 0, "symbols": ["O", "O", "N", "C", "C", "H", "H", "H"], "positions_angstrom": [[-1.7631, 0.0561, 0.0061], [-0.7342, 1.2420, -0.0057], [-1.1108, -1.0224, 0.0008], [0.1333, -0.9566, -0.0063], [0.5048, 0.6717, 0.0017], [1.0601, 0.8851, 0.9208], [0.8281, -1.7654, -0.0137], [1.0818, 0.8894, -0.9036]], "atomic_forces_ev_per_a": [[-0.712, 1.253, 0.007], [-0.381, 0.278, -0.030], [0.126, -1.744, -0.016], [0.847, 2.977, 0.016], [0.070, -2.506, 0.010], [0.026, 0.065, -0.087], [0.059, -0.404, 0.004], [-0.036, 0.082, 0.096]]}


Number 1: highest occupied orbital energy -8.64 eV, HOMO-LUMO gap 9.34 eV, E_LUMO 0.7 eV. Number 2: highest occupied orbital energy -9.31 eV, HOMO-LUMO gap 9.90 eV, E_LUMO 0.6 eV. Number 3: highest occupied orbital energy -9.62 eV, HOMO-LUMO gap 10.56 eV, E_LUMO 0.9 eV.